[1]
ORCA calculation (wB97M-V/def2-TZVPD) on a 2-piece molecular cluster, C5H14 overall at a distorted geometry.

```
19
Properties=species:S:1:pos:R:3:forces:R:3:mulliken_spin:R:1
C 0.973 0.094 1.867 0.627 -0.533 1.173 0.86
C 0.483 1.437 2.365 0.477 1.554 -0.185 1.04
H 0.370 -0.503 1.198 -0.443 0.283 -0.020 0.56
H 1.961 0.182 1.408 -0.033 0.243 -0.161 -0.14
H 1.174 -0.492 2.776 -0.213 -0.320 -0.284 -1.02
H 1.170 1.801 3.143 0.106 -0.174 -0.080 -0.13
H -0.490 1.589 2.831 -0.299 -0.805 -0.215 -0.54
H 0.549 2.219 1.596 -0.126 -0.205 -0.107 -0.27
C -0.495 -1.141 -1.935 0.102 0.249 1.374 0.33
C 0.440 0.076 -2.036 -0.240 -0.300 -0.412 0.39
C -1.554 -0.857 -0.853 -1.068 0.453 -0.295 1.49
H -0.986 -1.346 -2.883 0.142 -0.017 -0.163 -0.23
H 0.063 -2.022 -1.611 0.056 -0.124 -0.338 -0.28
H 0.879 0.382 -1.089 -0.261 -0.178 0.239 0.36
H -1.354 -1.213 0.152 0.456 -0.092 -0.003 0.06
H -1.721 0.222 -0.766 0.209 0.001 0.108 -0.04
H -2.566 -1.229 -1.067 0.246 -0.307 -0.253 -0.86
H 1.285 -0.099 -2.704 -0.059 0.064 -0.260 -0.30
H -0.180 0.902 -2.392 0.320 0.208 -0.117 -0.28
```
Positions in Å, forces in eV/Å.

Values from the calculation:
**⟨S²⟩**: 0.750
**Total energy**: -198.8184 a.u.
**E_HOMO (alpha / beta)**: 1.6 / -7.9 eV
**Spin multiplicity**: 2
**Gap between HOMO and LUMO (alpha / beta)**: 2.64 / 12.27 eV
**Net charge**: -1

---

[2]
ORCA calculation (wB97M-V/def2-TZVPD) on a 2-piece molecular cluster, C5H14 overall at a distorted geometry.

```
19
Properties=species:S:1:pos:R:3:forces:R:3:mulliken_spin:R:1
C -0.805 -0.399 1.755 0.458 0.048 0.422 1.53
C -1.273 -0.798 3.171 0.341 0.424 -1.042 -0.03
H -0.315 -1.263 1.310 -0.300 0.040 -0.462 -0.15
H -1.575 0.038 1.119 -0.242 -0.420 0.010 -0.08
H -0.047 0.392 1.778 0.139 -0.131 0.155 0.13
H -0.647 -1.621 3.514 0.022 0.124 0.326 -0.21
H -1.151 0.084 3.798 -0.332 -0.220 0.464 -0.29
H -2.298 -1.156 3.126 -0.174 0.095 0.292 -0.11
C 0.999 0.246 -2.299 -0.932 -0.503 0.174 -0.07
C 1.268 1.630 -1.688 -0.449 -0.314 -1.300 0.77
C 0.037 -0.634 -1.445 0.807 1.141 -0.534 0.69
H 0.578 0.327 -3.305 0.163 0.151 -0.014 -0.16
H 1.899 -0.370 -2.369 0.227 0.326 -0.281 0.07
H 2.193 1.628 -1.120 -0.139 0.411 0.254 -0.37
H 0.654 -0.927 -0.605 -0.268 -0.733 0.250 -0.21
H 0.389 1.937 -1.157 -0.178 -0.060 1.152 -0.21
H 1.225 2.397 -2.473 0.868 -0.066 -0.105 0.01
H -0.797 -0.078 -1.020 -0.076 0.068 -0.203 -0.07
H -0.334 -1.432 -2.089 0.066 -0.383 0.443 -0.26
```
Positions in Å, forces in eV/Å.

Values from the calculation:
**⟨S²⟩**: 0.750
**Total energy**: -198.8137 a.u.
**E_HOMO (alpha / beta)**: 1.5 / -7.6 eV
**Spin multiplicity**: 2
**Gap between HOMO and LUMO (alpha / beta)**: 2.68 / 11.79 eV
**Net charge**: -1

---

[3]
ORCA calculation (wB97M-V/def2-TZVPD) on a 2-piece molecular cluster, C5H14 overall at a distorted geometry.

```
19
Properties=species:S:1:pos:R:3:forces:R:3:lowdin_charge:R:1
C 0.409 -1.446 -0.164 -0.936 -0.012 -0.714 -0.14
C 1.817 -1.010 -0.432 2.622 -1.520 -3.087 -0.35
C 2.282 0.328 0.068 -4.078 2.334 -0.539 -0.12
H -0.232 -0.657 -0.597 0.069 -0.528 0.391 0.04
H 0.112 -1.617 0.864 0.267 0.281 0.365 0.07
H 0.133 -2.379 -0.687 0.390 0.329 0.051 0.08
H 2.595 -1.764 -0.206 -0.545 -0.013 0.535 0.10
H 1.969 -1.054 -1.595 -0.573 0.455 1.791 0.13
H 1.289 0.938 0.095 1.145 -0.779 0.501 0.08
H 2.614 0.376 1.072 0.767 -0.107 0.844 0.05
H 2.738 1.051 -0.599 1.178 -0.711 -0.224 0.07
C -2.254 0.310 0.615 0.818 -0.388 1.928 -0.18
C -1.667 1.519 -0.136 -1.407 -0.555 0.670 -0.16
H -1.527 -0.146 1.356 -0.632 0.805 -0.703 0.06
H -3.129 0.608 1.239 0.424 -0.252 -0.672 0.07
H -2.492 -0.562 0.000 -0.310 0.464 -0.295 0.06
H -1.338 2.310 0.509 0.130 0.252 0.730 0.06
H -2.505 1.943 -0.685 0.370 0.080 -0.679 0.06
H -0.813 1.254 -0.715 0.300 -0.134 -0.893 0.02
```
Positions in Å, forces in eV/Å.

Values from the calculation:
**Total energy**: -198.8529 a.u.
**E_HOMO**: -10.9 eV
**Spin multiplicity**: 1
**Gap between HOMO and LUMO**: 12.10 eV
**SMILES string**: CCC.CC

---

[4]
ORCA calculation (wB97M-V/def2-TZVPD) on a 2-piece molecular cluster, C5H14 overall at a distorted geometry.

```
19
Properties=species:S:1:pos:R:3:forces:R:3:lowdin_charge:R:1
C 2.302 0.350 -0.167 0.481 -0.851 -0.148 -0.12
C 2.234 -0.855 0.811 -1.505 0.441 -0.637 -0.30
C 1.239 -0.555 1.937 0.164 0.258 0.434 -0.14
H 1.707 1.159 0.242 0.306 0.443 -0.180 0.06
H 1.930 0.092 -1.161 -0.474 -0.068 0.157 0.06
H 3.339 0.604 -0.402 -0.064 0.502 0.471 0.06
H 1.905 -1.708 0.225 0.145 -0.378 0.184 0.09
H 3.176 -1.059 1.265 0.821 -0.261 0.128 0.08
H 1.032 -1.361 2.646 0.255 -0.218 -0.267 0.06
H 1.697 0.244 2.528 -0.264 0.126 0.098 0.07
H 0.264 -0.198 1.597 0.112 0.011 -0.249 0.06
C -3.011 -0.255 -1.235 0.162 0.120 -0.148 -0.17
C -2.280 1.069 -1.133 0.877 0.304 0.583 -0.18
H -4.038 -0.145 -1.584 -0.041 -0.079 0.210 0.06
H -2.483 -0.875 -1.964 -0.095 -0.015 -0.042 0.06
H -2.956 -0.799 -0.295 -0.345 -0.002 0.117 0.06
H -1.274 0.892 -0.747 0.143 -0.108 -0.085 0.05
H -2.138 1.537 -2.087 -0.040 0.182 -0.696 0.05
H -2.645 1.862 -0.476 -0.641 -0.406 0.069 0.06
```
Positions in Å, forces in eV/Å.

Values from the calculation:
**Total energy**: -198.8757 a.u.
**E_HOMO**: -11.3 eV
**Spin multiplicity**: 1
**Gap between HOMO and LUMO**: 12.40 eV
**SMILES string**: CCC.CC

---

[5]
ORCA calculation (wB97M-V/def2-TZVPD) on a 2-piece molecular cluster, C5H14 overall at a distorted geometry.

```
19
Properties=species:S:1:pos:R:3:forces:R:3:lowdin_charge:R:1
C -0.546 -0.568 1.411 -1.393 -0.316 0.195 -0.12
C -1.118 0.696 2.107 1.361 0.991 -0.535 -0.29
C -0.144 1.882 1.777 -0.332 -0.947 0.068 -0.12
H 0.009 -1.102 2.192 0.426 0.023 -0.661 0.07
H -1.329 -1.260 1.073 -0.081 0.090 0.339 0.06
H 0.001 -0.378 0.478 0.295 0.234 0.614 0.04
H -1.151 0.537 3.179 -0.104 -0.122 0.154 0.09
H -2.096 1.050 1.793 -0.251 -0.550 -0.139 0.09
H -0.524 2.321 0.856 0.464 0.150 -0.178 0.07
H 0.864 1.476 1.648 -0.076 0.209 -0.218 0.06
H -0.061 2.658 2.521 -0.307 0.232 0.367 0.05
C 0.073 -0.812 -2.639 -0.015 -0.400 -1.156 -0.17
C 1.506 -1.093 -2.157 -1.067 1.385 0.975 -0.16
H -0.590 -0.658 -1.808 -0.411 -0.090 0.381 0.03
H 0.020 0.088 -3.251 0.213 0.288 0.175 0.06
H -0.378 -1.565 -3.317 0.424 0.000 0.577 0.07
H 1.607 -2.071 -1.706 0.363 -0.496 -0.631 0.06
H 1.618 -0.446 -1.265 0.333 0.015 -0.467 0.05
H 2.238 -0.756 -2.892 0.157 -0.696 0.138 0.06
```
Positions in Å, forces in eV/Å.

Values from the calculation:
**Total energy**: -198.8684 a.u.
**E_HOMO**: -11.4 eV
**Spin multiplicity**: 1
**Gap between HOMO and LUMO**: 12.53 eV
**SMILES string**: CCC.CC

---

[6]
ORCA calculation (wB97M-V/def2-TZVPD) on a 2-piece molecular cluster, C5H14 overall at a distorted geometry.

```
19
Properties=species:S:1:pos:R:3:forces:R:3:lowdin_charge:R:1
C 1.620 -0.291 1.342 -0.069 0.066 0.187 -0.13
C 0.758 -1.377 0.668 0.293 0.962 0.172 -0.31
C 1.601 -2.383 -0.103 -0.223 -0.290 -0.068 -0.13
H 2.061 -0.641 2.275 0.122 -0.185 0.018 0.06
H 1.053 0.612 1.612 0.026 -0.273 -0.225 0.06
H 2.445 0.000 0.690 -0.055 0.129 -0.036 0.06
H 0.181 -1.859 1.452 -0.262 -0.208 -0.075 0.09
H 0.053 -0.852 0.014 0.030 -0.273 -0.071 0.08
H 1.025 -2.883 -0.889 0.080 0.080 0.092 0.07
H 2.473 -1.915 -0.558 -0.060 0.091 -0.122 0.06
H 1.973 -3.164 0.556 0.102 -0.082 0.120 0.07
C -1.972 1.643 -1.611 -0.783 0.825 0.120 -0.17
C -1.908 2.245 -0.202 0.617 -0.371 -0.285 -0.17
H -3.011 1.500 -1.904 -0.091 -0.378 0.052 0.06
H -1.600 2.342 -2.361 0.347 -0.089 0.059 0.06
H -1.445 0.701 -1.669 0.162 -0.165 -0.113 0.05
H -0.888 2.585 -0.024 0.032 0.116 0.187 0.05
H -2.113 1.477 0.544 -0.172 0.090 0.080 0.06
H -2.573 3.092 -0.051 -0.094 -0.046 -0.094 0.06
```
Positions in Å, forces in eV/Å.

Values from the calculation:
**Total energy**: -198.8838 a.u.
**E_HOMO**: -11.4 eV
**Spin multiplicity**: 1
**Gap between HOMO and LUMO**: 12.56 eV
**SMILES string**: CCC.CC

---

Question: Which of these has the highest total energy?
Answer: number 2

---

Question: Which formula does entry 3 have?
Answer: C5H14

---

Copy entry 1 word for word.
ORCA calculation (wB97M-V/def2-TZVPD) on a 2-piece molecular cluster, C5H14 overall at a distorted geometry.

```
19
Properties=species:S:1:pos:R:3:forces:R:3:mulliken_spin:R:1
C 0.973 0.094 1.867 0.627 -0.533 1.173 0.86
C 0.483 1.437 2.365 0.477 1.554 -0.185 1.04
H 0.370 -0.503 1.198 -0.443 0.283 -0.020 0.56
H 1.961 0.182 1.408 -0.033 0.243 -0.161 -0.14
H 1.174 -0.492 2.776 -0.213 -0.320 -0.284 -1.02
H 1.170 1.801 3.143 0.106 -0.174 -0.080 -0.13
H -0.490 1.589 2.831 -0.299 -0.805 -0.215 -0.54
H 0.549 2.219 1.596 -0.126 -0.205 -0.107 -0.27
C -0.495 -1.141 -1.935 0.102 0.249 1.374 0.33
C 0.440 0.076 -2.036 -0.240 -0.300 -0.412 0.39
C -1.554 -0.857 -0.853 -1.068 0.453 -0.295 1.49
H -0.986 -1.346 -2.883 0.142 -0.017 -0.163 -0.23
H 0.063 -2.022 -1.611 0.056 -0.124 -0.338 -0.28
H 0.879 0.382 -1.089 -0.261 -0.178 0.239 0.36
H -1.354 -1.213 0.152 0.456 -0.092 -0.003 0.06
H -1.721 0.222 -0.766 0.209 0.001 0.108 -0.04
H -2.566 -1.229 -1.067 0.246 -0.307 -0.253 -0.86
H 1.285 -0.099 -2.704 -0.059 0.064 -0.260 -0.30
H -0.180 0.902 -2.392 0.320 0.208 -0.117 -0.28
```
Positions in Å, forces in eV/Å.

Values from the calculation:
**⟨S²⟩**: 0.750
**Total energy**: -198.8184 a.u.
**E_HOMO (alpha / beta)**: 1.6 / -7.9 eV
**Spin multiplicity**: 2
**Gap between HOMO and LUMO (alpha / beta)**: 2.64 / 12.27 eV
**Net charge**: -1